# C22H17ClNO5S

C22H17ClNO5S as an isolated structure in a non-equilibrium geometry (ωB97M-V with the def2-TZVPD basis set, the Open Molecules 2025 dataset).

Geometry as XYZ:
```
47
Properties=species:S:1:pos:R:3:nbo_charge:R:1
O -4.232 3.305 1.197 -0.41
N -4.547 2.299 0.521 0.51
O -5.557 2.256 -0.212 -0.41
C -3.726 1.138 0.640 -0.02
C -4.124 -0.092 0.020 -0.16
C -3.433 -1.249 0.340 -0.22
C -2.394 -1.242 1.288 0.03
C -1.563 -2.484 1.533 -0.15
C -0.196 -2.251 1.354 -0.48
C 0.622 -3.286 0.748 0.47
C 2.047 -2.960 0.414 -0.10
C 2.502 -1.643 0.272 -0.19
C 3.868 -1.367 0.084 -0.23
C 4.789 -2.420 0.006 -0.23
C 4.319 -3.746 0.071 -0.23
C 2.973 -4.015 0.265 -0.17
O 0.190 -4.431 0.537 -0.65
C -1.933 0.019 1.772 -0.14
C -2.612 1.193 1.487 -0.20
H -4.955 -0.097 -0.681 0.24
H -3.716 -2.220 -0.101 0.23
H -1.914 -3.409 1.005 0.24
H 0.220 -1.257 1.637 0.18
H 1.771 -0.827 0.302 0.22
H 4.175 -0.317 -0.064 0.20
H 5.839 -2.189 -0.231 0.20
H 5.023 -4.563 -0.089 0.20
H 2.584 -5.038 0.313 0.24
H -1.091 0.099 2.458 0.22
H -2.328 2.153 1.952 0.25
Cl -2.471 -2.230 4.302 -0.08
C -2.184 -3.471 3.093 -0.59
S -1.796 -5.129 3.782 2.09
C -2.571 -5.776 5.324 -0.29
C -2.062 -5.441 6.592 -0.13
C -2.634 -6.020 7.743 -0.24
C -3.727 -6.895 7.642 -0.21
C -4.253 -7.180 6.377 -0.22
C -3.684 -6.620 5.219 -0.20
O -2.379 -5.843 2.648 -0.96
O -0.375 -5.237 4.083 -0.94
H -3.052 -3.686 2.448 0.21
H -1.209 -4.758 6.668 0.23
H -2.194 -5.818 8.724 0.21
H -4.150 -7.375 8.540 0.21
H -5.087 -7.875 6.263 0.21
H -4.071 -6.859 4.227 0.25
```

Properties
total charge: -1
electronic energy: -2137.73188 hartree
max |F|: 2.33 eV/Å
LUMO energy: 1.42 eV
orbital gap: 5.17 eV